<w>
ORCA calculation (ωB97M-V with the def2-TZVPD basis set) on an isolated ion of composition HN2O2 and charge -1.

Calculated values
- SMILES = N=[N+]([O-])[O-]
- frontier orbital gap (eV) = 9.09
- charge = -1

XYZ file:
```
5
HN2O2 (ωB97M-V with the def2-TZVPD basis set)
N 0.905 -0.573 -0.118
N -0.207 0.197 -0.215
O -0.679 0.428 -1.369
O -0.819 0.623 0.795
H 0.801 -0.675 0.906
```

---

<x>
ORCA calculation (ωB97M-V with the def2-TZVPD basis set) on HN2O2 as an isolated structure.

Calculated values
- frontier orbital gap (eV) = 8.89
- charge = -1

XYZ file:
```
5
HN2O2 (ωB97M-V with the def2-TZVPD basis set)
N 0.968 -0.396 0.460
N 0.961 0.763 0.036
O -1.414 -0.395 -0.496
O -0.473 0.948 -0.210
H -0.042 -0.920 0.210
```

---

What are the relative energies? In eV: <w> 0.000; <x> 3.001.

---

<w>
ORCA calculation (ωB97M-V with the def2-TZVPD basis set) on an isolated ion of composition C4H9N2O and charge +1.

Calculated values
- SMILES = C[C@@H]1C(=O)N[C@H]1[NH3+]
- frontier orbital gap (eV) = 10.12
- charge = +1

XYZ file:
```
16
C4H9N2O (ωB97M-V with the def2-TZVPD basis set)
C -0.802 1.876 -0.020
C -0.441 0.471 0.414
C 0.460 0.155 1.577
O 0.452 0.553 2.695
N 1.211 -0.856 0.953
C 0.537 -0.457 -0.544
N -0.124 -1.618 -1.190
H -1.428 1.829 -0.973
H 0.105 2.499 -0.363
H -1.349 2.148 0.859
H -1.430 -0.086 0.529
H 2.195 -1.012 0.945
H 1.346 0.012 -1.168
H 0.368 -2.311 -0.645
H 0.020 -1.770 -2.239
H -1.120 -1.434 -0.830
```

---

<x>
ORCA calculation (ωB97M-V with the def2-TZVPD basis set) on a 2-piece molecular cluster, C4H9N2O overall.

Calculated values
- frontier orbital gap (eV) = 10.91
- charge = +1

XYZ file:
```
16
C4H9N2O (ωB97M-V with the def2-TZVPD basis set)
C 0.759 -0.349 1.536
C 0.118 -0.632 0.244
C -0.435 0.222 -0.649
N -1.068 -0.545 -1.604
C -0.892 -1.829 -1.325
N -0.229 -1.895 -0.188
H 1.668 -0.944 1.700
H 1.121 0.677 1.572
H 0.144 -0.573 2.414
H -0.595 1.271 -0.502
H -1.299 -0.295 -2.556
H -1.373 -2.636 -1.844
H 0.006 -2.790 0.232
H 1.091 3.548 0.976
H 0.508 3.684 -0.389
O 0.475 3.086 0.382
```

---

What are the relative energies? In eV: <w> 2.950; <x> 0.000.

---

<w>
ORCA calculation (ωB97M-V with the def2-TZVPD basis set) on an isolated ion of composition C4H9N2O and charge +1.

Calculated values
- frontier orbital gap (eV) = 9.23
- charge = +1

XYZ file:
```
16
C4H9N2O (ωB97M-V with the def2-TZVPD basis set)
C -1.511 0.157 0.108
C 1.664 0.335 0.040
C -2.828 -0.436 -0.161
C 3.081 0.077 -0.027
N -0.419 -0.815 0.035
N -1.022 1.298 0.314
O 0.924 -0.666 -0.126
H 1.499 1.412 0.245
H -3.159 -0.986 0.803
H -2.830 -1.109 -0.995
H -3.612 0.300 -0.228
H 3.709 0.704 0.548
H 3.499 0.312 -0.973
H 3.326 -0.962 0.112
H -0.712 -1.719 -0.161
H -1.612 2.099 0.466
```

---

<x>
ORCA calculation (ωB97M-V with the def2-TZVPD basis set) on a 2-piece molecular cluster, C4H9N2O overall.

Calculated values
- frontier orbital gap (eV) = 11.49
- charge = +1

XYZ file:
```
16
C4H9N2O (ωB97M-V with the def2-TZVPD basis set)
C -0.797 2.403 1.593
C 1.611 -0.821 -0.718
C 0.731 0.310 -0.254
C -0.794 -1.653 -0.644
N -0.911 2.683 2.750
N 0.275 -0.867 -1.097
O -0.457 2.342 0.421
H 2.519 -0.529 -1.256
H 1.740 -1.637 -0.072
H 0.105 0.250 0.633
H -0.643 -1.686 0.489
H -1.599 -1.180 -1.037
H -0.874 -2.594 -1.156
H -1.723 2.891 3.267
H 0.893 0.937 -0.911
H -0.077 -0.849 -2.008
```

---

<y>
ORCA calculation (ωB97M-V with the def2-TZVPD basis set) on a 2-piece molecular cluster, C4H9N2O overall.

Calculated values
- frontier orbital gap (eV) = 10.40
- charge = +1

XYZ file:
```
16
C4H9N2O (ωB97M-V with the def2-TZVPD basis set)
C -0.527 -0.031 1.422
C 0.775 -2.227 0.230
C -0.181 2.398 -0.224
C 0.107 0.996 -0.644
N 0.181 -2.685 -0.777
N 0.017 -0.122 0.256
O 1.452 -2.294 1.136
H -0.909 0.971 1.720
H -0.580 -0.937 1.990
H -1.292 2.630 0.064
H 0.359 2.672 0.667
H 0.067 3.139 -0.930
H 1.192 0.962 -1.061
H -0.607 0.542 -1.513
H -0.770 -2.485 -1.115
H 0.715 -3.529 -1.221
```

---

What are the relative energies? In eV: <w> 1.698; <x> 1.605; <y> 0.000.